No. 1
Computed, not measured: a cluster of 2 separate species, C5H8N3P in total at a distorted geometry, with ωB97M-V with the def2-TZVPD basis set.

Positions of all 17 atoms, in Å:
C: 2.25293 0.12648 0.27883
C: 1.19392 -0.83711 0.29571
C: 2.09125 1.43876 -0.02967
C: -0.06055 -0.66453 -0.24114
C: -0.95440 -1.85094 -0.42189
N: 0.89241 2.09255 0.10509
N: -0.23707 1.65968 -0.07403
N: -0.60203 0.51836 -0.64318
P: -3.08728 0.71709 0.24942
H: 3.24972 -0.24521 0.47393
H: 1.47560 -1.84792 0.54811
H: 2.93008 2.10748 -0.14894
H: -1.40440 -2.13736 0.52995
H: -0.38452 -2.69899 -0.79707
H: -1.74796 -1.60423 -1.12126
H: -3.04464 1.93630 -0.41495
H: -2.56308 1.28958 1.41108

HOMO (alpha / beta) in eV: -7.43 / -8.02
Relative energy (zero: lowest compared OMol25 entry of this formula, charge and spin) in eV: 3.781
HOMO-LUMO gap (alpha / beta) in eV: 6.07 / 7.45

No. 2
Computed, not measured: a structure of composition C49H48LuNOP2S4 at a distorted geometry, with ωB97M-V with the def2-TZVPD basis set.

Positions of all 106 atoms, in Å:
Lu: 0.64099 -0.20936 1.35818
S: 0.84710 -2.81715 1.87274
C: -0.31301 -3.70345 0.96513
C: -0.26239 -5.10744 0.95323
C: -1.25918 -5.89233 0.36623
C: -2.34335 -5.28002 -0.31322
C: -2.40738 -3.88401 -0.34296
C: -1.45020 -3.16231 0.35518
S: -1.69174 -1.35424 0.31142
C: -2.90786 -1.15257 1.62906
C: -2.40457 -1.39745 3.01507
C: -3.14608 -2.18112 3.88462
C: -2.72383 -2.28525 5.20055
C: -1.54945 -1.62271 5.56857
C: -0.84057 -0.86960 4.62790
C: 0.46830 -0.34084 5.09348
S: 1.82258 -0.41262 3.88148
C: 2.28173 1.33294 4.04886
C: 3.49917 1.62029 4.66724
C: 3.88094 2.89281 4.95745
C: 3.01186 3.95238 4.68790
C: 1.77747 3.67614 4.04892
C: 1.42364 2.37604 3.58039
S: -0.03115 2.11785 2.69365
N: -1.29450 -0.73686 3.36114
H: 0.65457 -5.53292 1.34422
H: -1.10616 -6.94556 0.38744
H: -2.97226 -5.92437 -0.85188
H: -3.15298 -3.36253 -0.91330
H: -3.69635 -1.77948 1.38948
H: -3.23270 -0.09469 1.57756
H: -4.00246 -2.71330 3.56840
H: -3.33005 -2.96153 5.80843
H: -1.15811 -1.61975 6.58053
H: 0.73282 -0.80667 6.06495
H: 0.33784 0.72466 5.36930
H: 4.15885 0.75696 4.78677
H: 4.80285 3.07321 5.43300
H: 3.30446 4.92443 4.98940
H: 1.15333 4.51914 3.83103
C: 2.96684 0.86970 -0.76810
C: 2.82340 0.37080 0.66358
P: -0.98978 2.40252 -0.68830
C: -1.02914 1.96467 -2.47843
C: -1.72411 0.78282 -2.72681
C: -1.88440 0.34325 -4.03893
C: -1.37267 1.12504 -5.06961
C: -0.75115 2.33122 -4.82009
C: -0.50114 2.71502 -3.48325
C: -2.74587 2.81174 -0.42397
C: -3.20766 2.98987 0.85889
C: -4.47301 3.54520 1.12082
C: -5.36813 3.71866 0.07823
C: -4.99882 3.40442 -1.23738
C: -3.70286 3.01230 -1.47339
C: 2.52703 -0.10708 -1.89997
P: 1.75275 -1.65591 -1.35660
C: 3.19020 -2.83052 -1.03029
C: 4.08401 -2.77648 0.06934
C: 5.22817 -3.57058 0.10766
C: 5.36760 -4.60341 -0.79896
C: 4.43245 -4.77699 -1.81447
C: 3.37492 -3.92214 -1.87757
C: 1.08934 -2.44433 -2.87132
C: 1.33718 -2.02029 -4.19901
C: 0.75309 -2.71794 -5.25816
C: -0.08520 -3.78554 -5.02593
C: -0.36209 -4.20434 -3.73083
C: 0.21983 -3.46161 -2.66347
H: 4.03728 1.08302 -0.92076
H: 2.42019 1.80590 -0.79386
H: 2.93735 1.25821 1.28417
H: 3.67553 -0.26728 0.99026
H: -2.16711 0.17447 -1.99831
H: -2.39959 -0.56181 -4.20447
H: -1.47815 0.73345 -6.06378
H: -0.45636 2.99780 -5.67467
H: 0.00652 3.61193 -3.25593
H: -2.49208 2.76725 1.63512
H: -4.72193 3.79504 2.15500
H: -6.30043 4.18534 0.24519
H: -5.66737 3.64295 -2.02379
H: -3.38385 2.88019 -2.50519
H: 3.39780 -0.45784 -2.49898
H: 1.82872 0.37920 -2.61121
H: 4.00767 -1.98467 0.79289
H: 5.91077 -3.42855 0.95329
H: 6.27374 -5.18768 -0.79468
H: 4.54242 -5.62666 -2.47436
H: 2.71378 -3.99540 -2.71383
H: 1.97019 -1.10429 -4.42827
H: 0.92734 -2.37373 -6.28538
H: -0.55012 -4.33265 -5.84076
H: -0.95341 -5.06660 -3.53824
H: -0.07768 -3.74761 -1.66054
C: -1.58773 5.77996 -0.07844
C: -0.85939 5.07261 -1.20201
C: 0.31310 5.88832 -1.75607
O: -0.27791 3.86469 -0.63655
H: -2.00896 6.72003 -0.44469
H: -0.86369 6.02308 0.69928
H: -2.38519 5.21324 0.33113
H: -1.49732 4.79542 -1.96418
H: 0.89548 6.30972 -0.97650
H: -0.10461 6.64045 -2.40514
H: 0.90208 5.18566 -2.33697

HOMO in eV: -7.08
Relative energy (zero: lowest compared OMol25 entry of this formula, charge and spin) in eV: 1.072
HOMO-LUMO gap in eV: 7.49

No. 3
Computed, not measured: the molecule C4H6N4 at a distorted geometry, with ωB97M-V with the def2-TZVPD basis set.

Positions of all 14 atoms, in Å:
N: -2.64553 0.43540 0.13424
C: -1.37323 -0.19845 -0.03660
N: -1.25894 -1.65040 0.11308
N: -0.01504 -2.00496 0.02071
N: 0.69640 -0.89866 -0.04837
C: -0.03520 0.18918 -0.13624
C: 1.19887 1.02626 0.08990
C: 1.93853 -0.40641 0.00818
H: -2.83235 1.58019 -0.27747
H: -3.37043 -0.23570 -0.34973
H: 1.32664 1.88144 -0.55528
H: 1.18937 1.49738 1.11901
H: 2.65892 -0.72469 0.88125
H: 2.52199 -0.49057 -0.96266

HOMO in eV: -8.18
Relative energy (zero: lowest compared OMol25 entry of this formula, charge and spin) in eV: 4.619
SMILES: Nc1nnn2c1CC2
HOMO-LUMO gap in eV: 8.85

No. 4
Computed, not measured: a structure of composition C5H6FN4O at a distorted geometry, with ωB97M-V with the def2-TZVPD basis set.

Positions of all 17 atoms, in Å:
C: 1.33147 -1.40832 -0.24700
C: -1.83847 1.08970 0.44389
C: -0.64482 1.20056 1.35531
C: -0.41255 1.40982 -0.06012
C: 0.36965 1.12389 -1.09630
N: 0.65950 -2.55760 0.04640
N: -0.48605 -2.39827 -0.70522
N: -0.39514 -1.35010 -1.44676
N: 0.72089 -0.75891 -1.22811
O: 2.35845 -1.04479 0.55261
F: -0.23860 0.03010 1.99761
H: -2.14247 0.16965 -0.02180
H: -2.56725 1.80551 0.26149
H: -0.58232 1.97208 2.02939
H: 2.43044 -1.83763 1.17984
H: 1.50925 1.31010 -1.05457
H: -0.07199 1.24423 -2.00666

HOMO in eV: -3.37
Relative energy (zero: lowest compared OMol25 entry of this formula, charge and spin) in eV: 2.624
Total charge: -1
HOMO-LUMO gap in eV: 7.19

No. 5
Computed, not measured: the molecule C3H5N3S2 at a distorted geometry, with ωB97M-V with the def2-TZVPD basis set.

Positions of all 13 atoms, in Å:
S: 1.30594 -3.37977 0.75470
C: 0.60198 -1.88898 0.48996
N: 0.48165 -1.18705 -0.67306
C: -0.00062 -0.02202 -0.41960
C: -0.34184 0.99008 -1.46221
S: -0.67674 2.65606 -0.67125
N: -0.25554 0.15774 0.93079
N: 0.02870 -1.11732 1.48002
H: -1.19359 0.54885 -2.03931
H: 0.51449 1.04316 -2.17988
H: 0.33238 2.78405 0.21887
H: -1.16834 0.60034 1.12716
H: 0.37152 -1.18515 2.44381

HOMO in eV: -8.24
Relative energy (zero: lowest compared OMol25 entry of this formula, charge and spin) in eV: 0.881
SMILES: S=c1nc(CS)[nH][nH]1
HOMO-LUMO gap in eV: 8.48

No. 6
Computed, not measured: the molecule C18H29NO5, with ωB97M-V with the def2-TZVPD basis set.

Positions of all 53 atoms, in Å:
C: 0.16765 3.63312 -2.37049
C: -0.32004 2.19483 -2.22697
O: -0.48125 1.81037 -0.86814
C: 0.68415 1.35159 -0.23460
O: 0.96247 0.03055 -0.64053
C: 0.28546 -0.96360 0.02668
C: 0.42680 -2.31538 -0.61480
O: 0.92590 -3.24998 -0.01668
N: -0.01663 -2.41322 -1.88776
C: -0.87177 -1.45941 -2.55432
C: -2.24927 -2.09861 -2.78203
O: -2.14538 -3.30392 -3.50109
C: -1.33516 -4.23543 -2.81652
C: 0.07262 -3.67818 -2.58976
C: -0.36286 -0.79720 1.17261
C: -0.48746 0.52938 1.85730
C: -1.91381 1.03740 1.72935
C: -2.96885 0.52897 2.66275
C: -2.47671 1.93947 2.78558
C: 0.51691 1.54207 1.27980
C: 1.86506 1.53338 2.01440
C: 2.62227 0.20557 1.97837
C: 3.97986 0.30079 2.68160
O: 3.88620 0.48772 4.07373
H: 0.20538 3.90101 -3.42256
H: 1.16151 3.75227 -1.94550
H: -0.51230 4.30670 -1.85563
H: -1.31400 2.09328 -2.67136
H: 0.36630 1.50381 -2.73085
H: 1.55743 1.92506 -0.58351
H: -0.98375 -0.55896 -1.95507
H: -0.42720 -1.20270 -3.52305
H: -2.88427 -1.44066 -3.37753
H: -2.72635 -2.28156 -1.80618
H: -1.30321 -5.12886 -3.44138
H: -1.78857 -4.48413 -1.84518
H: 0.66651 -4.36134 -1.98178
H: 0.56285 -3.51095 -3.55472
H: -0.85583 -1.64267 1.62314
H: -0.27286 0.39323 2.92332
H: -2.20105 1.23386 0.70483
H: -3.96305 0.36098 2.27799
H: -2.67596 -0.17666 3.42551
H: -1.85265 2.18571 3.63176
H: -3.13142 2.74246 2.48361
H: 0.08911 2.54432 1.39578
H: 2.49860 2.31445 1.58159
H: 1.66488 1.80946 3.05406
H: 2.80107 -0.09329 0.94608
H: 2.03478 -0.57701 2.45903
H: 4.52072 -0.63940 2.55578
H: 4.57619 1.10776 2.22854
H: 3.42096 1.31354 4.24479

HOMO in eV: -8.85
Relative energy (zero: lowest compared OMol25 entry of this formula, charge and spin) in eV: 0.496
SMILES: CCO[C@@H]1OC(C(=O)N2CCOCC2)=C[C@H](C2CC2)[C@H]1CCCO
HOMO-LUMO gap in eV: 9.52

No. 7
Computed, not measured: the molecule C6H10, with ωB97M-V with the def2-TZVPD basis set.

Positions of all 16 atoms, in Å:
C: -0.63597 -1.29328 -1.85095
C: -1.03304 -0.71158 -0.72585
C: -0.99280 0.76656 -0.46533
C: -0.18183 1.06233 0.79608
C: 1.19092 0.46429 0.68388
C: 1.72192 -0.39051 1.54864
H: -0.14184 -0.71874 -2.63377
H: -0.83015 -2.34510 -2.03439
H: -1.42801 -1.31297 0.09567
H: -0.56942 1.28094 -1.33876
H: -2.04241 1.08643 -0.39061
H: -0.03394 2.13809 0.96925
H: -0.68630 0.66502 1.68713
H: 1.76124 0.78367 -0.19112
H: 2.76632 -0.67741 1.47872
H: 1.13531 -0.79773 2.37141

HOMO in eV: -9.54
Relative energy (zero: lowest compared OMol25 entry of this formula, charge and spin) in eV: 1.118
SMILES: C=CCCC=C
HOMO-LUMO gap in eV: 10.82

No. 8
Computed, not measured: the ion C5H10NO with charge +1 at a distorted geometry, with ωB97M-V with the def2-TZVPD basis set.

Positions of all 17 atoms, in Å:
C: 1.20797 -2.17947 0.90352
N: 0.38554 -1.29632 0.51235
C: 0.10773 -0.94101 -0.94614
C: -1.12419 -0.04521 -1.01633
C: -0.94126 1.52300 -0.76185
C: -0.05669 1.94737 0.35103
O: 0.45304 1.17404 1.14296
H: 1.10071 -2.53454 1.92288
H: 2.07038 -2.38424 0.27634
H: -0.29798 -0.88584 1.13824
H: 0.99126 -0.46132 -1.33347
H: -0.08416 -1.94268 -1.31854
H: -1.50032 -0.07207 -2.04254
H: -1.97549 -0.28506 -0.37712
H: -0.66469 2.04704 -1.67586
H: -1.91004 1.85841 -0.35595
H: 0.14471 2.99527 0.59462

HOMO in eV: -13.96
Relative energy (zero: lowest compared OMol25 entry of this formula, charge and spin) in eV: 1.922
Total charge: +1
SMILES: C=[NH+]CCCC=O
HOMO-LUMO gap in eV: 9.21

- Which of these has the highest relative energy (zero: lowest compared OMol25 entry of this formula, charge and spin)?
  C4H6N4